Model P:
{"formula": "CH7NO2", "method": "ωB97M-V with the def2-TZVPD basis set", "smiles": "CO.NO", "homo_lumo_gap_ha": 0.39071, "species": ["H", "H", "O", "H", "C", "N", "H", "H", "H", "O", "H"], "positions_angstrom": [[2.04, 0.47, -0.52], [-1.23, 0.01, 0.35], [-1.47, 1.97, 0.15], [-2.27, 0.72, 1.43], [1.06, -1.20, -0.50], [-1.98, 0.69, 0.45], [1.04, -1.38, 0.58], [0.09, -0.78, -0.80], [-0.66, 2.10, 0.68], [2.19, -0.42, -0.85], [1.19, -2.18, -0.97]]}


Model Q:
{"formula": "CH7NO2", "method": "ωB97M-V with the def2-TZVPD basis set", "smiles": "C=N.O.O", "homo_lumo_gap_ha": 0.36998, "species": ["H", "O", "H", "O", "H", "C", "H", "N", "H", "H", "H"], "positions_angstrom": [[1.40, 1.58, -0.69], [1.64, 1.07, 0.06], [1.63, -0.96, 0.43], [0.98, -1.68, 0.23], [-2.34, -0.92, -0.96], [-1.45, 0.23, 0.20], [2.48, 1.38, 0.37], [-1.57, -0.98, -0.30], [-2.27, 0.94, 0.06], [-0.62, 0.49, 0.90], [0.13, -1.16, -0.31]]}


It is model Q that is the most stable of them.


Model P:
{"formula": "C2H7N4O", "method": "ωB97M-V with the def2-TZVPD basis set", "total_charge": 1, "homo_lumo_gap_ha": 0.29399, "species": ["N", "N", "H", "H", "N", "O", "H", "N", "H", "H", "C", "H", "H", "C"], "positions_angstrom": [[-0.33, -0.65, -1.78], [-1.83, 0.22, 1.06], [3.38, -0.02, 1.13], [1.15, -1.05, 1.36], [1.21, -0.25, 0.73], [-1.25, 1.39, -1.21], [-2.31, -0.24, 1.83], [-1.28, -0.48, 0.24], [-0.71, -1.56, -1.61], [-2.03, 1.30, 1.05], [2.37, 0.23, 0.70], [-0.01, -0.20, -2.62], [2.59, 1.05, 0.18], [-0.94, 0.26, -1.06]]}


Model Q:
{"formula": "C2H7N4O", "method": "ωB97M-V with the def2-TZVPD basis set", "total_charge": 1, "homo_lumo_gap_ha": [0.30573, 0.29303], "species": ["C", "H", "H", "H", "H", "N", "H", "C", "N", "O", "H", "H", "N", "N"], "positions_angstrom": [[-2.18, 1.33, 0.01], [2.42, -0.39, -0.46], [1.75, 1.02, -1.00], [-0.28, -1.19, -0.83], [-2.47, -1.89, -0.62], [-0.85, -1.01, 0.01], [1.37, 0.88, 1.41], [-0.28, -0.21, 0.90], [-2.11, -1.29, 0.12], [-2.90, 0.48, -0.30], [-0.76, -0.04, 1.85], [-2.12, 2.40, 0.07], [1.54, 0.13, -0.56], [0.94, 0.31, 0.69]]}


Model R:
{"formula": "C2H7N4O", "method": "ωB97M-V with the def2-TZVPD basis set", "smiles": "[H]/N=C1/CNON1[NH3+]", "total_charge": 1, "homo_lumo_gap_ha": 0.34674, "species": ["H", "H", "N", "C", "C", "H", "N", "H", "H", "O", "H", "H", "N", "N"], "positions_angstrom": [[-1.72, 0.88, 0.56], [1.91, 0.74, 1.29], [1.81, 0.34, 0.38], [1.32, -1.06, 0.38], [-0.15, -0.89, -0.13], [-1.21, 2.25, -0.10], [-1.07, -1.65, -0.01], [-2.00, -1.54, -0.42], [1.68, -1.49, -0.45], [1.08, 1.01, -0.55], [-1.90, 1.26, -1.07], [1.66, -1.65, 1.17], [-0.06, 0.48, -0.81], [-1.36, 1.31, -0.24]]}


It is model P that is the most stable of them.


Model P:
{"formula": "H23O11", "method": "ωB97M-V with the def2-TZVPD basis set", "total_charge": 1, "homo_lumo_gap_ha": 0.37319, "species": ["O", "H", "H", "O", "H", "O", "O", "H", "O", "O", "O", "H", "H", "H", "H", "H", "H", "H", "O", "H", "H", "H", "H", "H", "H", "H", "O", "O", "H", "H", "H", "H", "H", "O"], "positions_angstrom": [[-2.03, -2.31, 3.62], [-1.98, -1.68, -4.07], [2.79, 2.04, 0.18], [0.73, 1.51, -1.19], [1.86, -3.36, -0.62], [0.81, -0.68, -2.83], [1.54, 2.99, 3.54], [-2.82, -2.18, 3.09], [2.37, 1.93, 1.03], [-1.87, -1.15, -3.28], [-0.57, -0.39, -0.45], [-4.74, -1.28, 1.69], [-1.56, 0.04, 2.57], [3.00, 3.54, -2.49], [-1.16, 1.34, 1.88], [-0.88, -0.47, 0.50], [0.16, 0.63, -0.84], [0.63, 3.11, 3.78], [-0.88, 0.45, 2.03], [-3.86, -2.00, 0.67], [-2.70, -1.09, -2.85], [1.55, 2.42, 2.78], [1.34, -1.20, -3.44], [3.68, 2.25, -2.23], [2.09, -1.84, -0.54], [1.50, 1.11, -1.60], [-3.97, -1.86, 1.62], [1.52, -2.55, -0.24], [0.24, 2.15, -1.72], [-0.12, -1.26, -0.49], [2.53, 1.25, 1.67], [-0.11, -0.82, -3.10], [-1.86, -3.26, 3.54], [2.79, 2.64, -2.22]]}


Model Q:
{"formula": "H23O11", "method": "ωB97M-V with the def2-TZVPD basis set", "total_charge": 1, "homo_lumo_gap_ha": 0.39470, "species": ["H", "H", "H", "H", "H", "H", "O", "H", "H", "H", "O", "H", "O", "H", "H", "H", "O", "H", "H", "O", "H", "H", "O", "H", "O", "H", "O", "H", "O", "O", "H", "H", "O", "H"], "positions_angstrom": [[-3.75, -0.94, -2.70], [-1.66, -2.41, -0.50], [1.97, 0.98, 2.92], [-3.20, 0.53, -2.25], [3.65, -3.03, 1.42], [4.63, -2.24, 0.92], [-2.94, -0.32, -2.65], [3.26, -0.17, -2.19], [0.48, 4.18, -1.86], [0.32, -2.79, 4.18], [-0.73, 0.65, -1.42], [1.57, 2.14, 3.70], [1.21, -3.10, 3.95], [-0.28, 2.42, -3.69], [-3.19, -1.74, 2.84], [0.01, 1.17, 1.04], [-0.87, 0.66, 1.04], [1.37, -2.74, 2.96], [-1.24, 0.63, 0.09], [1.20, 1.67, 3.14], [-0.38, -0.28, 1.02], [-2.81, -0.73, 3.89], [-2.47, -1.57, 3.53], [0.25, 1.54, -4.70], [-0.18, 1.53, -3.82], [-0.28, 1.37, -1.84], [-1.24, -1.96, 0.21], [-0.80, 0.06, -2.29], [3.67, -2.39, 0.71], [2.52, 0.34, -2.15], [-1.01, -2.57, 1.08], [-1.20, 4.14, -2.31], [-0.40, 3.61, -1.91], [2.53, 1.32, -2.35]]}


Model R:
{"formula": "H23O11", "method": "ωB97M-V with the def2-TZVPD basis set", "total_charge": 1, "homo_lumo_gap_ha": 0.34679, "species": ["H", "O", "H", "O", "O", "H", "H", "H", "H", "H", "O", "H", "H", "O", "O", "H", "H", "H", "O", "H", "H", "H", "O", "H", "H", "O", "H", "H", "H", "O", "H", "H", "H", "O"], "positions_angstrom": [[3.35, -0.86, -1.14], [-0.17, -3.00, -1.18], [-0.78, -3.69, -0.89], [0.07, 3.44, 2.32], [1.91, -3.63, 0.37], [0.49, 3.95, 3.03], [1.12, -3.74, -0.23], [-2.42, -0.08, 2.13], [1.25, -2.68, 0.99], [-0.03, 3.86, -0.45], [2.76, 2.95, 1.39], [-3.43, 1.02, 2.56], [-1.13, 3.24, 0.32], [3.34, -1.81, -1.13], [-1.53, -1.63, -3.02], [-0.95, -1.58, -3.78], [-3.39, 2.80, -1.66], [1.23, -1.22, 2.01], [-0.92, 3.54, -0.59], [2.60, -3.19, -0.16], [1.97, 2.41, 1.37], [4.26, -1.94, -0.85], [-3.89, 1.99, -1.55], [-3.92, 1.79, -0.60], [-2.34, -2.07, -3.30], [-3.09, 0.53, 1.81], [0.64, 0.57, -0.30], [0.31, -1.20, 0.75], [-0.42, -2.97, -2.13], [0.68, -1.84, 1.52], [-0.09, 2.59, 2.73], [3.22, 2.87, 0.55], [-0.62, -0.40, -0.80], [-0.07, -0.03, -0.09]]}


It is model P that is the most stable of them.


Model P:
{"formula": "C3H2O3", "method": "ωB97M-V with the def2-TZVPD basis set", "homo_lumo_gap_ha": [0.30571, 0.30574], "species": ["O", "C", "H", "O", "C", "H", "C", "O"], "positions_angstrom": [[-1.74, -0.47, 0.24], [-0.63, 0.10, 0.82], [-0.98, 0.51, -1.66], [1.57, -0.43, -0.38], [0.35, -0.55, -0.06], [-0.52, 1.02, 1.40], [-0.86, -0.10, -0.68], [2.81, -0.08, 0.31]]}


Model Q:
{"formula": "C3H2O3", "method": "ωB97M-V with the def2-TZVPD basis set", "homo_lumo_gap_ha": 0.38905, "species": ["C", "C", "O", "O", "O", "H", "H", "C"], "positions_angstrom": [[-0.61, 0.77, -0.06], [-1.41, -0.17, 0.35], [0.22, 1.57, -0.28], [0.84, -1.36, 0.09], [2.81, -0.12, 0.05], [-1.96, 1.02, 0.05], [-1.72, -1.02, -0.26], [1.81, -0.71, 0.07]]}


Model R:
{"formula": "C3H2O3", "method": "ωB97M-V with the def2-TZVPD basis set", "homo_lumo_gap_ha": 0.33536, "species": ["O", "H", "H", "C", "O", "C", "O", "C"], "positions_angstrom": [[1.95, 1.36, -0.96], [2.09, -0.66, -0.68], [-1.75, 0.61, 1.18], [1.51, 0.29, -0.63], [-0.87, 0.04, -0.68], [0.18, 0.15, 0.03], [-1.68, -1.46, 1.00], [-1.42, -0.33, 0.74]]}


Model S:
{"formula": "C3H2O3", "method": "ωB97M-V with the def2-TZVPD basis set", "homo_lumo_gap_ha": 0.38623, "species": ["O", "C", "H", "C", "H", "O", "O", "C"], "positions_angstrom": [[-0.44, -0.52, -0.61], [0.93, -0.20, -1.02], [1.59, -1.06, -1.16], [-1.06, 0.39, 1.82], [1.38, 0.76, -0.91], [-2.17, 0.60, 1.70], [0.08, 0.26, 2.01], [-0.31, -0.23, -1.83]]}


It is model Q that is the most stable of them.